ORCA calculation (ωB97M-V/def2-TZVPD) on a 8-piece molecular cluster, C40H104N8O12 overall.

Output
energy relative to the best compared isomer or geometry (same formula, charge and spin): 573.0 kJ/mol
E_LUMO: 0.566 eV
highest occupied orbital energy: -8.597 eV
total charge: 0
multiplicity: 1
E_tot: -79641.829 eV

Last column: Mulliken charge in e.
CARTESIAN COORDINATES (ANGSTROEM)
C  10.5599  -12.2351  -7.7985  -0.731
O  10.4950  -13.1977  -6.8674  -0.262
C  9.8245  -12.9868  -5.5998  -0.589
C  10.0464  -14.0750  -4.4809  0.285
C  9.5467  -15.4368  -5.0088  -1.334
N  9.2027  -13.7622  -3.3551  -0.760
H  10.7118  -11.2032  -7.4819  0.295
H  9.6204  -12.2372  -8.3511  0.291
H  11.2859  -12.6026  -8.5238  0.244
H  10.2464  -12.1450  -5.0508  0.307
H  8.7481  -13.0692  -5.7503  0.272
H  11.0861  -14.1711  -4.1681  0.363
H  9.7164  -16.2424  -4.2944  0.396
H  9.9969  -15.4767  -6.0006  0.334
H  8.4620  -15.5316  -5.0594  0.327
H  8.2383  -13.7518  -3.6549  0.283
H  9.2279  -14.5308  -2.7003  0.279
C  28.5447  -7.1324  -13.6641  -0.779
O  27.5265  -7.9088  -14.1449  -0.287
C  27.8284  -9.3200  -14.2510  -0.622
C  26.5471  -9.8463  -15.0936  0.383
C  25.2337  -9.7967  -14.3378  -1.416
N  26.6921  -11.2237  -15.5052  -0.705
H  29.4777  -7.3207  -14.1951  0.298
H  28.7347  -7.3132  -12.6061  0.300
H  28.4593  -6.0523  -13.7832  0.266
H  28.6046  -9.3725  -15.0144  0.386
H  27.9528  -9.8334  -13.2976  0.322
H  26.5602  -9.2018  -15.9726  0.276
H  25.3605  -10.3366  -13.3994  0.330
H  24.4340  -10.3460  -14.8346  0.393
H  24.9534  -8.7772  -14.0730  0.338
H  26.7345  -11.9335  -14.7879  0.252
H  27.6184  -11.2707  -15.9051  0.266
C  26.4746  -2.0537  3.3599  -0.634
O  26.7589  -2.2431  1.9390  -0.344
C  27.7481  -3.2424  1.5517  -0.785
C  27.3665  -4.7741  1.7625  0.173
C  28.4241  -5.7364  1.0620  -1.281
N  26.1847  -5.0977  0.9406  -0.534
H  26.3288  -3.0289  3.8244  0.253
H  25.6110  -1.4393  3.6147  0.255
H  27.2764  -1.4699  3.8120  0.261
H  27.9505  -3.1250  0.4871  0.370
H  28.7016  -3.0036  2.0226  0.398
H  27.1652  -5.1788  2.7544  0.377
H  28.5516  -5.5512  -0.0045  0.313
H  28.1892  -6.7815  1.2636  0.360
H  29.4106  -5.5913  1.5024  0.351
H  25.4030  -5.4046  1.5017  0.223
H  25.9522  -4.2854  0.3874  0.243
C  8.3691  -16.3302  -13.8622  -0.714
O  9.4635  -17.2594  -13.6674  -0.328
C  10.4221  -16.8819  -12.7928  -0.680
C  11.4916  -18.0445  -12.7110  0.382
C  12.4362  -17.8230  -11.5182  -1.525
N  12.3726  -18.1923  -13.9265  -0.719
H  7.8772  -16.2818  -12.8907  0.289
H  7.7135  -16.6060  -14.6881  0.245
H  8.8774  -15.4403  -14.2335  0.302
H  10.9005  -15.9176  -12.9646  0.337
H  9.8485  -16.6434  -11.8971  0.411
H  10.8695  -18.9339  -12.8112  0.357
H  11.9823  -17.9023  -10.5303  0.367
H  12.9202  -16.8467  -11.4947  0.353
H  13.3040  -18.4767  -11.6065  0.418
H  11.7139  -18.1494  -14.6909  0.269
H  13.0018  -17.4104  -14.0402  0.236
C  20.0602  -13.8760  10.0164  -0.840
O  20.9633  -12.9989  9.3565  -0.231
C  21.6510  -12.1237  10.2009  -0.773
C  22.1336  -10.9390  9.2971  -0.449
N  23.3607  -11.3557  8.6381  -0.449
C  23.4680  -10.7004  7.3249  -0.751
C  22.6365  -11.4568  6.2827  -0.467
O  23.4674  -12.4825  5.8192  -0.355
C  22.7931  -13.4716  5.0070  -0.728
H  19.0492  -13.4860  10.1341  0.290
H  20.4962  -14.3353  10.9036  0.342
H  19.9875  -14.7186  9.3288  0.244
H  22.5535  -12.5739  10.6143  0.352
H  21.0873  -11.6573  11.0088  0.457
H  22.3056  -10.0762  9.9406  0.462
H  21.2097  -10.8584  8.7244  0.278
H  23.1054  -12.2905  8.3534  0.308
H  24.4681  -10.5720  6.9109  0.294
H  23.0634  -9.6884  7.3150  0.382
H  22.4380  -10.7190  5.5054  0.439
H  21.6712  -11.7917  6.6623  0.343
H  23.4936  -14.2311  4.6595  0.276
H  22.0704  -13.1319  4.2651  0.316
H  22.0879  -13.9291  5.7009  0.263
C  26.5240  -13.3382  -7.4690  -0.698
O  25.8274  -12.9251  -6.3345  -0.309
C  26.2065  -11.6237  -5.9042  -0.595
C  24.8970  -11.0390  -5.1390  -0.660
N  23.6143  -11.1942  -5.8046  -0.411
C  22.4669  -10.9240  -4.8787  -0.705
C  21.1891  -10.9644  -5.7186  -0.514
O  20.9562  -12.3198  -6.0605  -0.308
C  19.6223  -12.5517  -6.6022  -0.766
H  27.5042  -12.8621  -7.4434  0.308
H  25.9336  -12.9444  -8.2964  0.286
H  26.6245  -14.4234  -7.4889  0.220
H  26.7172  -10.9839  -6.6239  0.456
H  27.0612  -11.6909  -5.2312  0.359
H  25.1552  -10.0013  -4.9280  0.294
H  24.7482  -11.5358  -4.1802  0.373
H  23.4293  -12.1706  -5.9848  0.260
H  22.5648  -9.9285  -4.4458  0.440
H  22.4379  -11.7336  -4.1494  0.401
H  21.3924  -10.3868  -6.6204  0.308
H  20.3023  -10.8138  -5.1031  0.403
H  18.8388  -12.4184  -5.8563  0.295
H  19.4909  -13.5720  -6.9626  0.259
H  19.4163  -11.8846  -7.4393  0.304
C  33.9085  -20.8882  -10.8784  -0.790
O  33.6232  -19.5840  -11.3681  -0.396
C  32.2984  -19.2882  -11.6816  -0.682
C  31.9893  -19.6076  -13.1817  -0.487
N  30.6237  -19.2654  -13.5605  -0.372
C  30.3430  -19.6734  -14.9523  -0.647
C  28.8789  -19.5102  -15.3263  -0.431
O  28.3508  -20.6671  -15.8970  -0.402
C  28.3017  -21.8624  -15.1932  -0.611
H  34.8235  -21.4132  -11.1527  0.267
H  32.9914  -21.4770  -10.8928  0.358
H  33.9301  -20.6660  -9.8115  0.313
H  32.1313  -18.2233  -11.5201  0.351
H  31.6145  -19.6642  -10.9206  0.393
H  32.0840  -20.6792  -13.3570  0.354
H  32.7108  -19.0928  -13.8161  0.301
H  30.1144  -19.8696  -12.9315  0.267
H  30.7864  -20.6048  -15.3043  0.399
H  30.9996  -19.1457  -15.6440  0.410
H  28.7530  -18.7648  -16.1116  0.271
H  28.3896  -19.1384  -14.4260  0.371
H  27.9226  -21.7187  -14.1814  0.278
H  29.3432  -22.1820  -15.2285  0.239
H  27.7104  -22.5923  -15.7461  0.244
C  17.5929  -8.4401  1.6778  -0.739
O  18.1645  -9.7686  1.7031  -0.353
C  17.1856  -10.8488  1.7494  -0.504
C  16.5380  -11.1995  3.1119  -0.448
N  15.3630  -11.9583  3.1808  -0.308
C  15.2806  -13.3585  2.7503  -0.716
C  16.0156  -14.3943  3.6262  -0.566
O  17.1798  -14.9528  3.0457  -0.305
C  17.6569  -16.1694  3.7162  -0.768
H  18.4140  -7.7538  1.8848  0.248
H  16.6832  -8.2929  2.2599  0.315
H  17.1725  -8.2426  0.6917  0.297
H  17.6529  -11.7339  1.3179  0.300
H  16.4672  -10.5561  0.9837  0.319
H  16.1890  -10.2381  3.4886  0.339
H  17.2883  -11.6289  3.7758  0.210
H  14.5056  -11.5264  2.8669  0.256
H  15.5445  -13.5760  1.7153  0.314
H  14.2078  -13.5438  2.6981  0.432
H  15.3774  -15.2591  3.8078  0.395
H  16.3185  -14.1485  4.6440  0.404
H  18.4616  -16.6106  3.1280  0.253
H  16.8781  -16.9253  3.8171  0.321
H  18.0129  -16.0313  4.7372  0.303

Cartesian forces, eV/Å:
C -0.985 0.884 -2.078
O 0.243 -2.575 4.056
C 1.024 -0.821 0.584
C -1.241 -1.835 -1.595
C 0.604 0.397 -0.287
N 0.001 1.293 0.940
H 0.504 -0.007 0.354
H -0.429 0.373 -0.325
H 0.366 0.574 0.024
H -0.678 0.940 -0.677
H -0.216 0.958 -0.099
H 0.038 0.265 -0.076
H 1.006 -0.219 -0.317
H -0.076 -1.228 -0.038
H -0.240 0.830 -0.496
H -0.195 0.200 -0.186
H 0.278 -0.031 0.215
C 1.887 0.424 0.588
O -0.990 -0.731 0.007
C -2.858 1.331 -2.247
C 0.524 -0.371 1.829
C 0.181 0.475 0.701
N 1.229 -0.242 -1.181
H 0.374 -0.391 -0.116
H 0.053 -0.065 0.286
H -1.036 -0.046 -0.159
H 0.801 -0.543 0.623
H 0.314 0.072 -0.013
H -0.246 -0.121 -0.087
H 0.141 -0.013 0.265
H 0.067 0.379 -0.405
H -0.191 -0.070 -0.146
H -0.428 0.340 0.642
H 0.180 -0.429 -0.586
C 1.068 -0.564 -0.768
O -0.414 -0.324 0.148
C -0.452 -0.586 1.610
C 0.356 -0.858 -2.589
C 0.867 1.179 1.605
N -0.417 0.405 0.274
H 0.210 0.059 0.263
H -0.428 -0.158 -1.122
H 0.495 -0.452 0.165
H -0.508 0.170 -0.102
H 0.108 -0.126 0.378
H 0.398 0.703 0.324
H -0.491 0.031 0.041
H -0.386 0.159 -0.236
H 0.348 0.060 0.120
H -0.195 0.366 -0.152
H -0.561 -0.066 0.042
C 2.018 -0.454 0.037
O -1.921 -0.999 -3.129
C 1.008 0.060 1.487
C 0.434 1.591 -0.567
C 0.004 -0.459 0.115
N -1.275 0.264 0.717
H -0.388 0.672 -0.202
H 0.048 -0.711 0.366
H -0.494 0.754 0.584
H 0.390 0.287 -0.878
H 0.553 -0.513 1.277
H 0.258 -0.326 1.079
H -0.158 -0.359 -0.104
H -0.403 0.446 -0.531
H -0.271 -0.456 0.180
H 0.145 -0.094 -0.567
H 0.052 0.302 0.138
C 0.668 -1.049 -1.156
O -0.702 -0.186 0.513
C 1.345 1.799 -0.306
C -0.492 -1.397 1.973
N -0.472 0.452 -0.947
C -1.022 0.230 -0.586
C 0.963 1.223 -0.228
O -0.163 -1.044 -1.407
C -0.760 0.056 1.877
H 0.172 0.383 0.396
H -0.144 0.476 0.429
H -0.304 -0.092 -0.100
H -0.033 -0.398 0.286
H -0.599 -0.461 0.077
H -0.047 0.220 -0.267
H 0.253 0.824 -0.876
H 0.658 -0.705 0.199
H 0.247 -0.471 0.373
H -0.070 0.171 0.630
H -0.231 -0.140 -0.595
H -0.066 -0.322 0.253
H 0.021 0.436 -0.114
H 0.755 0.737 -0.650
H 0.011 -0.743 0.217
C -0.049 0.537 -0.210
O 0.076 0.449 0.892
C -1.885 -0.230 1.552
C 1.546 -0.589 -0.343
N -0.786 0.599 -0.188
C 0.444 0.132 -1.378
C 0.175 -1.337 0.890
O -0.900 -1.545 -1.241
C 0.882 0.298 0.227
H 0.317 -0.295 -0.413
H 0.404 -0.351 -0.691
H -0.119 0.088 -0.049
H -1.169 0.173 -1.062
H -0.218 -0.344 0.972
H -0.455 0.234 -0.058
H 0.946 -0.220 0.431
H 0.745 -0.299 -0.587
H 0.065 -0.109 0.258
H -0.192 0.273 0.579
H -0.667 0.467 0.063
H 0.026 1.637 -0.015
H 0.085 0.309 0.346
H 0.650 -0.039 0.089
H 0.078 0.162 -0.062
C -1.775 0.872 2.186
O 1.259 0.134 -1.077
C -0.354 0.645 -0.948
C -0.062 -0.210 0.846
N 0.318 -0.282 -0.363
C 1.134 0.678 -0.324
C 0.837 -0.115 -0.064
O -1.697 0.649 -1.345
C 1.138 0.148 0.007
H -0.219 0.488 -0.718
H 0.207 -0.635 -0.813
H 0.777 -0.612 0.515
H 0.467 0.313 -0.314
H -0.338 -0.972 -0.244
H 0.643 -0.355 0.060
H 0.043 0.118 0.134
H -0.889 0.013 -0.104
H -0.610 -1.292 0.897
H -0.172 1.400 0.270
H 0.024 0.108 0.173
H -0.593 -0.243 0.135
H -0.003 -0.213 0.198
H 0.015 -0.881 0.842
H -0.151 0.247 0.049
C -0.093 -1.110 -0.825
O -0.849 -0.229 1.146
C 0.261 0.254 -1.181
C 0.851 2.070 -0.305
N -1.536 -2.147 -0.507
C 0.361 -0.013 0.254
C -0.075 -1.363 0.740
O 1.244 -1.121 -0.261
C -0.620 0.852 -0.557
H -0.367 0.022 0.202
H 0.418 -0.144 1.003
H 0.446 0.055 -0.596
H 0.453 0.055 0.147
H -0.796 -0.139 0.189
H 0.603 0.259 0.553
H 0.129 0.145 0.050
H 0.417 0.539 0.032
H 0.699 0.213 -0.277
H -0.035 -0.410 0.610
H -0.744 -0.030 -0.180
H -0.393 1.177 0.143
H -0.075 0.372 -0.125
H -0.424 0.054 -0.322
H 0.137 0.640 0.076